{"formula": "C34H47BrN3OSb2V", "method": "ωB97M-V/def2-TZVPD", "spin_multiplicity": 4, "s2": 3.80, "total_charge": -1, "energy_ev": -151342.8494, "gap_ha": [0.207, 0.294], "de_lowest_kcal_mol": 1.9, "lumo_ev": [2.484, 2.482], "species": ["V", "C", "Sb", "C", "C", "C", "C", "C", "C", "C", "C", "C", "Sb", "C", "C", "H", "H", "H", "H", "H", "H", "H", "H", "H", "H", "H", "H", "H", "H", "H", "H", "H", "H", "H", "H", "C", "C", "O", "C", "C", "C", "C", "C", "C", "H", "H", "H", "H", "H", "H", "H", "H", "C", "H", "H", "H", "N", "C", "Br", "C", "C", "C", "C", "C", "C", "H", "H", "H", "H", "C", "C", "N", "C", "C", "N", "C", "C", "H", "H", "H", "H", "H", "H", "H", "H", "H", "H", "H", "H"], "xyz": [[0.8685, 1.7971, 0.4684], [-1.0970, -1.4100, -4.6258], [-1.2883, -2.2514, -2.6666], [-3.0579, -3.3902, -3.1491], [0.0097, -3.9477, -3.0735], [1.4384, -3.5971, -3.3410], [1.8393, -3.4845, -4.6745], [3.1525, -3.2370, -5.0320], [4.1113, -3.1215, -4.0370], [3.7275, -3.2224, -2.7116], [2.3981, -3.4227, -2.3309], [2.0729, -3.4445, -0.8694], [1.9179, -1.4663, 0.0781], [3.9830, -1.0137, -0.2851], [2.2982, -2.2543, 2.0375], [-1.1771, -2.1946, -5.3797], [-0.1401, -0.8982, -4.7039], [-1.8892, -0.6765, -4.7738], [-2.8728, -4.0067, -4.0299], [-3.8856, -2.7120, -3.3568], [-3.3395, -4.0288, -2.3119], [-0.4199, -4.4152, -3.9613], [-0.1098, -4.6438, -2.2421], [1.0922, -3.6164, -5.4490], [3.4259, -3.1559, -6.0764], [5.1507, -2.9519, -4.2878], [4.4778, -3.1327, -1.9361], [2.8854, -3.9100, -0.3087], [1.1554, -3.9889, -0.6466], [4.5815, -1.9100, -0.1191], [4.2937, -0.2328, 0.4035], [4.1193, -0.6572, -1.3046], [3.2011, -2.8663, 2.0124], [1.4556, -2.8468, 2.3894], [2.4339, -1.4233, 2.7295], [1.2398, 1.7267, 4.0646], [0.4425, 0.6947, 3.3237], [0.2510, 0.8827, 2.0357], [-0.0641, -0.4556, 3.9707], [0.0665, -0.6336, 5.3747], [-0.4196, -1.7633, 5.9997], [-1.0477, -2.7742, 5.2730], [-1.1673, -2.6293, 3.8890], [-0.6905, -1.5077, 3.2474], [1.6202, 2.4707, 3.3667], [2.0897, 1.2784, 4.5895], [0.6372, 2.2448, 4.8196], [0.5538, 0.1305, 5.9667], [-0.3083, -1.8634, 7.0734], [-1.4266, -3.6571, 5.7708], [-1.6322, -3.4164, 3.3056], [-0.7550, -1.4248, 2.1735], [2.9216, 2.0801, 0.7970], [3.5327, 1.9504, -0.1014], [3.2852, 1.3649, 1.5488], [3.1176, 3.0811, 1.1965], [1.0773, 1.4635, -2.7161], [0.9821, 1.5598, -1.5643], [-0.5819, 8.3359, 1.3846], [-0.1850, 6.4895, 1.1140], [-0.4658, 5.5799, 2.1164], [-0.1763, 4.2363, 1.8990], [0.3908, 3.7636, 0.7084], [0.6719, 4.7352, -0.2615], [0.3835, 6.0838, -0.0802], [-0.9087, 5.9115, 3.0470], [-0.4165, 3.5356, 2.6932], [1.1185, 4.4345, -1.2047], [0.5989, 6.8082, -0.8550], [-2.0890, 1.9826, -1.4777], [-3.5645, 1.6529, -1.8177], [-4.3152, 1.3178, -0.6061], [-4.1955, 2.4388, 0.3292], [-2.7106, 2.6840, 0.7117], [-1.8432, 1.7746, -0.0421], [-2.2060, 0.3988, 0.3164], [-3.7027, 0.1386, 0.0109], [-1.8419, 3.0218, -1.7067], [-1.3991, 1.3636, -2.0414], [-3.6278, 0.7992, -2.4986], [-4.0597, 2.4963, -2.3050], [-4.7971, 2.2149, 1.2133], [-4.6276, 3.3217, -0.1479], [-2.5361, 2.5056, 1.7747], [-2.4047, 3.7089, 0.4988], [-1.9862, 0.2672, 1.3697], [-1.5551, -0.2742, -0.2451], [-4.2560, -0.0834, 0.9270], [-3.8301, -0.7120, -0.6638]], "atomic_forces_ev_per_a": [[-0.1, 0.2, 0.6], [0.0, 0.0, 0.0], [0.0, 0.1, 0.1], [0.0, 0.0, 0.0], [-0.1, 0.1, 0.0], [0.0, -0.1, -0.1], [0.0, 0.0, 0.0], [0.0, 0.0, 0.0], [0.0, 0.0, 0.0], [0.0, 0.1, 0.0], [0.0, 0.0, 0.1], [0.0, -0.1, 0.0], [0.0, 0.0, -0.1], [0.0, 0.0, 0.0], [0.1, -0.1, 0.0], [0.0, 0.0, 0.0], [0.0, 0.0, 0.0], [0.0, 0.0, 0.0], [0.0, 0.0, 0.0], [0.0, 0.0, 0.0], [0.0, 0.0, 0.0], [0.0, 0.0, 0.0], [0.1, 0.0, 0.0], [0.0, 0.0, 0.0], [0.0, 0.0, 0.0], [0.0, 0.0, 0.0], [0.0, 0.0, 0.0], [0.0, -0.1, 0.0], [0.0, 0.0, 0.0], [0.0, 0.0, 0.0], [0.0, 0.0, 0.0], [0.0, 0.0, 0.0], [0.0, 0.0, 0.0], [0.0, 0.0, 0.0], [0.0, 0.0, 0.0], [0.0, 0.1, 0.1], [0.2, 0.0, -0.2], [-0.3, -0.3, 0.3], [0.1, 0.0, 0.0], [0.0, 0.0, 0.0], [0.0, 0.0, 0.0], [0.0, 0.0, 0.0], [0.0, 0.0, 0.0], [-0.1, 0.1, 0.1], [0.0, 0.0, 0.0], [0.0, 0.0, 0.0], [0.0, 0.0, 0.0], [0.0, 0.0, 0.0], [0.0, 0.0, 0.0], [0.0, 0.0, 0.0], [0.0, 0.0, 0.0], [-0.1, 0.0, -0.1], [0.0, -0.2, 0.2], [0.0, 0.0, 0.0], [0.0, 0.0, 0.0], [0.0, 0.0, 0.0], [0.0, -0.1, 0.0], [0.0, -0.2, -1.0], [0.0, 0.0, 0.0], [0.0, 0.0, 0.0], [0.0, 0.0, 0.0], [0.0, 0.0, 0.0], [0.0, 0.6, 0.2], [-0.1, -0.1, -0.1], [0.0, 0.0, 0.0], [0.0, 0.0, 0.0], [0.0, 0.0, 0.0], [0.0, 0.0, 0.0], [0.0, 0.0, 0.0], [-0.1, 0.1, 0.0], [0.0, 0.0, 0.0], [0.0, 0.0, 0.0], [0.0, 0.0, 0.0], [0.0, 0.1, 0.0], [0.2, -0.2, -0.1], [-0.1, -0.1, -0.1], [0.0, 0.0, 0.0], [0.0, 0.0, 0.0], [0.0, -0.1, 0.0], [0.0, 0.0, 0.0], [0.0, 0.0, 0.0], [0.0, 0.0, 0.0], [0.0, 0.0, 0.0], [0.0, 0.0, 0.0], [0.0, 0.0, 0.0], [0.0, 0.0, 0.1], [0.0, 0.0, 0.0], [0.0, 0.0, 0.0], [0.0, 0.0, 0.0]], "lowdin_spin": [1.929, 0.000, 0.000, 0.000, 0.000, 0.000, 0.000, 0.000, 0.000, 0.000, 0.000, 0.002, 0.004, 0.001, 0.003, 0.000, 0.000, 0.000, 0.000, 0.000, 0.000, 0.000, 0.000, 0.000, 0.000, 0.000, 0.000, 0.000, 0.000, 0.000, 0.000, 0.000, 0.000, 0.001, 0.001, 0.044, 0.317, 0.192, 0.056, 0.107, 0.001, 0.140, -0.001, 0.104, 0.000, 0.012, 0.014, 0.009, -0.004, 0.010, -0.004, 0.006, -0.019, 0.002, 0.000, 0.003, 0.042, 0.007, 0.003, 0.015, -0.003, 0.010, -0.025, 0.011, -0.003, -0.001, 0.000, 0.000, -0.001, 0.001, 0.000, 0.000, 0.000, 0.001, 0.003, 0.004, 0.000, 0.000, 0.000, 0.000, 0.000, 0.000, 0.000, 0.000, 0.000, 0.000, 0.001, 0.000, 0.000]}